Density functional theory data (wB97M-V/def2-TZVPD) for 18 unconnected molecules or ions with the total composition C56H93N18O6P2 at a distorted geometry.

Properties
Frontier orbital gap = 6.6 eV
Net charge = -1
Energy above the lowest of the compared OMol25 structures with the same formula, charge and spin = 0.000 eV
Max |F| = 1.47 eV/Å
E_HOMO = -5.03 eV

Atoms and positions in Å:
C -10.043286 6.845432 4.997579
C -8.471523 4.003794 8.533616
H -4.478769 -7.479970 -5.549961
C 4.354896 1.882980 0.885818
H -1.339376 -2.779871 -4.727335
H -0.594865 2.749601 1.697600
C -0.396988 -4.679840 -4.320985
N 2.309681 -1.728009 -3.682191
H 8.903746 0.233211 -2.676721
H 3.463048 -5.674278 -4.498446
C -2.520946 5.020258 3.662439
C -2.254826 9.248189 3.415427
C 1.339102 -9.031278 -4.090750
H 2.766339 -4.283832 -0.725939
H -1.615291 -2.178180 -0.913451
H 3.379325 2.062045 1.337709
N -7.823135 3.245905 9.101609
O 0.910449 -4.382790 -3.814246
C 3.508579 1.124881 -2.130041
O 1.994160 -6.185422 -2.441623
H -6.958331 -5.237352 0.243752
H 3.026076 3.690578 -1.267847
N -0.749899 7.436008 4.521678
N -3.295174 2.533696 3.637748
C -9.174868 4.953666 7.686554
N 1.587561 9.956832 2.732561
H 1.226379 -0.103369 -1.094168
H -5.501641 -6.234919 0.278356
O -0.975413 -0.440117 -1.850936
H -8.599079 5.634512 4.083562
C 3.599928 3.999827 -0.399386
H 7.134972 5.334976 5.467864
H -2.478965 0.607372 0.031779
C 1.484635 3.816137 -5.899718
H 9.589985 1.833459 -2.346438
H 2.943126 4.167828 0.451231
P 1.350530 -4.847520 -2.356408
H 5.095093 1.806930 1.683650
C -6.856124 1.325580 12.998721
H -4.744326 0.106223 1.594810
N -7.318404 0.706639 3.286747
H -3.906411 -5.813661 -5.337221
H 6.775154 -3.413389 0.542199
O 1.549464 0.642105 -3.267152
C 5.542180 2.593036 -1.289501
H 5.436855 3.663142 0.539052
C 4.751455 3.042284 -0.047293
H -5.812108 0.881763 11.239335
H -0.465755 -6.717009 -2.140206
C -6.605783 0.622893 2.390784
H -3.121642 -7.143194 -4.466896
H 1.064108 1.779915 -5.388822
O 0.089368 -4.866256 -1.375100
C -5.012220 -6.579373 -3.737535
H -1.483726 5.085503 3.983443
H 5.498771 5.884931 5.880743
C -6.252295 2.123429 6.143249
H -0.285126 -6.613416 -0.378684
H 3.427327 0.641302 -4.165155
N 5.904814 -5.210718 -6.460443
H 3.887463 8.005854 3.635435
H 0.067710 -3.100683 -5.699070
C 4.964401 -2.518591 1.091194
C 3.387163 3.692351 -3.901602
C -5.281533 -4.323341 1.099599
C -5.696656 0.512350 1.260977
H 2.934908 1.654034 -1.363264
H -8.599466 7.327215 3.561459
C 6.206344 6.527664 4.018246
C 9.477846 0.821121 -1.962578
H 5.679669 3.462971 -1.938389
C 2.625178 2.565309 -4.166809
H 5.390185 1.420121 -3.090493
C 3.858360 -6.314363 -5.285587
H 0.728613 3.832450 -6.675760
H 2.574539 -2.018593 -0.259094
H 0.957017 -2.543413 -0.641054
N -4.634512 -3.397292 1.299023
N 8.192908 0.910224 0.299391
C -0.819137 -3.566944 -5.272482
C 1.194189 3.420256 2.560281
H -1.479954 -3.944936 -6.051935
H 5.558632 -4.525187 1.202110
H 3.351049 -3.589981 -2.232191
H 3.676128 -11.621302 -8.270874
C 4.118180 -10.637577 -8.125470
C -0.655871 -6.101026 -1.263652
C -9.232623 6.487449 3.840513
C 1.668533 2.652338 -5.176492
H -6.584497 1.542963 5.283748
H 1.879763 -1.350515 -4.518006
C -1.425865 8.227735 4.039033
H -3.049612 8.779777 2.837388
C 4.048143 -10.268361 -6.718476
H -1.635440 9.854949 2.756010
H -6.120330 -0.151145 0.509610
H 4.054550 4.963356 -0.653227
H 3.074078 -6.492503 -6.020190
H -3.509242 -0.670067 -0.675052
H -7.336659 1.748770 10.999164
H -1.122861 -4.752295 -3.511094
H -0.588829 -1.108931 0.050817
H -9.868144 4.421696 7.038242
C -2.154172 -5.793627 -1.158224
H -2.564028 -6.196349 -0.234072
C -1.392041 -1.123764 -0.698927
H -0.332700 -2.281664 -2.547941
N -10.663777 7.109222 5.926451
P 1.722923 -0.848124 -2.245539
C 5.004848 -5.693880 -5.935882
O 3.314548 -0.261921 -1.807393
C 5.713539 -3.653133 0.569262
N -0.921812 -8.188369 -5.064338
H 1.887690 -8.172786 -3.692439
H 0.797630 1.673405 1.466310
H 10.462159 0.373579 -1.838054
H 1.933383 -9.508553 -4.868169
C -0.099753 -1.216740 -2.669757
H 2.127742 5.835928 -6.214908
H -2.772971 -0.930943 0.886651
H 5.724359 4.604491 4.674507
H 2.824135 7.063782 2.579424
N 4.353525 -1.623490 1.465823
H 4.321776 0.908034 0.402023
H 2.367965 7.332173 4.267516
N -5.757822 -6.428605 -2.878015
H 6.546015 2.333695 -0.953644
H 3.312000 -1.634292 -3.782865
C 1.936110 -2.337655 -1.079988
H 5.371658 -3.880048 -0.439490
H -9.877563 6.230131 3.002559
H 3.825620 5.727136 -4.412886
C 3.207775 4.861894 -4.626114
H -3.141776 5.587723 4.353367
N 6.229037 7.287365 3.158489
H -0.353619 -5.622579 -4.866723
C -2.955981 3.630944 3.646484
N 1.916964 4.267513 2.840393
N -6.869682 1.600913 14.112879
H -5.266325 1.779410 6.450838
C 2.470534 -3.684994 -1.598312
C 2.150334 8.999950 3.027245
C -6.087527 -5.507597 0.837479
N -6.166100 4.650821 5.525717
H -6.956245 1.990570 6.963106
H 3.574924 -9.908594 -8.723682
H -7.354164 0.028664 11.435780
C 2.780461 1.227005 -3.472306
C 0.071576 -8.570871 -4.632193
N 3.988787 -9.974601 -5.610825
H -8.438473 5.471404 7.073942
H -0.301798 -0.929238 -3.703809
H -2.695608 9.883666 4.181043
H 4.134936 3.669705 -3.125613
H -9.728620 5.682916 8.272623
C 5.017620 1.359702 -2.060488
C -6.192928 3.533524 5.794800
C 2.266336 4.932768 -5.633306
H 1.155736 -9.736817 -3.282085
H -6.414084 -5.948625 1.777516
C 0.295424 2.338958 2.170179
C 6.138449 5.528169 5.075529
H -0.000170 1.770271 3.050092
H 5.157262 -10.659784 -8.448010
C -6.840012 0.976765 11.584290
C -4.073827 -6.765665 -4.835809
H -5.527628 1.494142 0.823076
C 8.779485 0.856499 -0.684982
C 2.850741 7.779127 3.399535
H 4.158993 -7.264748 -4.846696
H -2.607778 5.445773 2.663836
H -2.681627 -6.251739 -1.994797
H 5.439359 0.461696 -1.612750
H -2.317277 -4.718766 -1.206491
C -2.609600 -0.467885 -0.089656

Cartesian forces, eV/Å:
C 0.0 0.0 0.0
C 0.3 -0.1 -0.2
H 0.0 0.0 0.0
C 0.2 0.0 -0.1
H 0.0 0.0 0.0
H 0.0 0.0 0.0
C 0.0 0.2 -0.6
N -0.1 -0.4 0.0
H 0.0 0.0 0.0
H 0.0 0.0 0.0
C 0.0 -0.1 0.0
C 0.0 0.0 0.0
C 0.1 0.1 0.0
H 0.1 -0.1 -0.1
H 0.0 0.0 -0.1
H 0.0 0.0 0.1
N -0.2 0.0 0.2
O -0.7 0.2 0.5
C -0.4 -1.3 0.6
O -0.1 -0.4 -0.1
H 0.0 0.0 0.0
H -0.2 -0.1 0.1
N 0.0 0.0 0.0
N 0.0 0.0 0.0
C -0.1 0.1 0.0
N 0.0 0.0 0.0
H 0.0 0.1 -0.1
H 0.0 0.0 0.0
O -0.5 -0.4 -0.3
H 0.0 0.0 0.0
C 0.5 0.2 -0.1
H 0.0 0.0 0.0
H 0.1 0.0 0.0
C 0.0 -0.1 0.0
H 0.0 0.0 0.0
H -0.1 -0.1 0.0
P 1.4 -0.5 0.0
H -0.1 -0.1 0.1
C 0.0 0.0 0.1
H 0.0 0.0 0.0
N -0.1 0.0 0.0
H 0.0 0.0 0.0
H 0.0 0.0 0.0
O -0.1 -0.1 0.0
C 0.0 -0.1 0.2
H 0.1 0.0 -0.1
C -0.1 0.1 0.2
H 0.0 0.0 0.0
H 0.2 -0.1 0.1
C 0.0 0.0 0.1
H 0.0 0.0 0.0
H 0.0 0.0 0.1
O -0.4 0.0 -0.4
C -0.1 0.0 0.0
H 0.0 0.0 0.0
H 0.0 0.0 0.0
C 0.0 -0.1 0.0
H 0.0 -0.1 0.0
H -0.2 -0.2 0.0
N 0.0 0.0 0.0
H 0.0 0.0 -0.1
H 0.0 -0.2 -0.2
C -0.1 0.1 -0.1
C 0.1 -0.1 0.0
C 0.1 0.0 0.0
C 0.1 0.0 0.0
H 0.1 0.4 -0.1
H 0.0 0.0 0.0
C 0.0 -0.1 -0.2
C 0.0 0.0 0.0
H -0.1 0.0 -0.1
C -0.3 0.0 0.2
H 0.1 -0.1 0.0
C 0.0 0.0 0.1
H 0.0 0.1 0.0
H 0.0 0.1 -0.1
H 0.0 0.2 0.1
N 0.0 0.1 0.0
N 0.2 -0.1 0.1
C 0.0 0.2 0.4
C 0.0 0.0 -0.1
H 0.1 0.0 -0.1
H 0.0 0.0 0.0
H -0.1 0.0 -0.2
H 0.0 0.0 0.0
C 0.0 0.0 0.0
C -0.3 0.3 0.0
C 0.0 0.0 0.0
C -0.1 -0.1 -0.1
H 0.0 0.0 0.0
H 0.1 0.1 0.0
C 0.2 0.0 0.0
H 0.0 0.0 0.0
C 0.0 0.0 0.0
H 0.0 0.0 0.0
H 0.0 0.0 0.0
H -0.2 0.1 -0.1
H 0.0 0.0 0.0
H 0.0 0.2 -0.1
H 0.0 0.0 0.0
H 0.1 -0.1 0.1
H 0.1 -0.1 0.0
H 0.0 0.0 0.0
C 0.3 -0.2 -0.2
H -0.1 0.1 0.0
C 0.3 0.3 0.4
H 0.0 0.0 0.0
N 0.0 0.0 0.0
P -0.3 0.3 0.5
C 0.0 0.1 -0.1
O 0.3 0.0 -0.5
C 0.0 0.0 0.0
N -0.1 0.0 0.0
H -0.1 0.0 0.1
H 0.0 0.0 0.0
H 0.0 0.0 0.0
H -0.1 0.0 0.1
C 0.4 0.2 -0.2
H 0.1 0.1 0.1
H 0.0 0.1 0.1
H 0.0 0.0 0.0
H 0.0 0.0 0.0
N 0.1 0.0 0.2
H -0.1 0.0 -0.1
H -0.1 0.0 0.0
N 0.0 0.0 0.1
H 0.1 0.0 0.0
H 0.0 0.1 0.0
C 0.0 -0.2 -0.3
H 0.0 0.0 0.0
H 0.0 0.0 0.0
H 0.0 0.0 0.1
C 0.2 0.3 -0.1
H 0.0 0.0 0.0
N 0.1 0.1 0.1
H 0.0 -0.1 0.2
C -0.1 -0.1 0.0
N -0.1 0.0 0.1
N 0.0 0.0 0.0
H 0.0 0.0 0.0
C -0.2 0.4 0.4
C -0.1 0.0 0.0
C 0.0 0.0 0.0
N -0.1 0.0 0.0
H 0.1 0.0 0.0
H 0.0 0.0 0.0
H 0.0 0.0 0.0
C 0.7 0.5 -0.1
C 0.0 0.1 0.0
N 0.1 -0.1 -0.1
H 0.0 0.0 0.0
H 0.0 0.0 0.0
H 0.0 0.0 0.0
H 0.0 0.0 0.0
H 0.0 0.0 0.0
C -0.1 0.7 -0.3
C 0.0 0.1 -0.1
C -0.2 0.0 -0.2
H 0.0 0.0 0.0
H 0.0 0.0 0.0
C 0.1 0.0 0.0
C 0.0 0.0 0.0
H 0.0 0.0 0.0
H 0.0 0.0 0.0
C 0.0 0.0 0.0
C 0.0 0.0 0.0
H 0.0 0.0 0.0
C -0.1 0.0 0.0
C 0.0 0.0 0.1
H 0.0 0.0 0.0
H 0.0 0.0 0.0
H -0.1 0.0 0.0
H 0.0 0.0 0.0
H -0.1 0.0 0.2
C -0.2 -0.3 0.1

Mulliken population analysis, charges in e, atoms 1 to 5: 0.389, 0.344, 0.332, -0.873, 0.246

Density functional theory data (wB97M-V/def2-TZVPD) for a molecular structure, C9H16Cl2MnN2O2P at a distorted geometry.

Properties
2S+1 = 5
Frontier orbital gap (alpha / beta) = 7.7 / 7.6 eV
Net charge = +2
Energy above the lowest of the compared OMol25 structures with the same formula, charge and spin = 0.000 eV
Max |F| = 9.16 eV/Å
E_HOMO (alpha / beta) = -16.51 / -16.68 eV

Atoms and positions in Å:
H -1.917805 2.329509 -2.090808
H 1.452054 3.547236 3.442707
H 0.259942 -0.902870 -2.866093
H 0.092490 -2.523216 2.783147
C 0.177705 -4.127716 1.399466
Cl 1.081718 1.029548 2.658404
H -2.973150 0.069106 -2.187711
H 0.887682 -2.358397 -1.288713
C 0.644194 -2.772976 -0.316747
N 0.245493 -2.856783 1.833307
O 1.518325 2.581954 0.364414
H -0.001327 -4.956195 2.064462
H -0.433303 0.589945 -3.544279
C -2.353903 -0.475689 -1.460842
H 1.986334 4.602110 2.107931
H 0.412172 -4.942964 -0.646149
H -2.117277 -1.471345 -1.855261
N 0.522085 -1.990417 0.797963
C 1.268216 2.691472 1.544595
H 1.099413 0.645339 -2.628816
H 0.233084 4.322998 2.383662
C 1.870084 0.054485 -0.081335
Cl -1.748300 -0.242045 1.807813
O 2.974304 0.019324 -0.470007
H -1.857350 2.435791 -0.300549
Mn 0.295933 -0.045211 0.909148
C 1.233856 3.867290 2.418907
C 0.117682 0.169311 -2.695743
H -2.897777 -0.587224 -0.516079
P -0.794258 0.427283 -1.140977
C -1.292015 2.176427 -1.203650
C 0.406501 -4.106741 0.030208
H -0.392798 2.800662 -1.252375

Cartesian forces, eV/Å:
H 0.2 0.0 0.2
H -0.2 0.3 -0.1
H 0.0 0.2 -0.1
H 0.0 0.0 -0.4
C 0.2 0.7 -0.4
Cl 0.8 1.4 0.7
H 0.4 0.0 0.2
H 0.0 0.0 0.3
C -0.4 -0.4 1.5
N 0.2 0.0 -0.8
O -1.3 -0.4 4.2
H -0.1 0.0 0.1
H 0.0 0.0 0.2
C 0.1 -0.4 0.6
H -0.2 -0.2 -0.3
H 0.0 -0.1 0.1
H -0.1 0.2 0.1
N 0.3 -2.4 0.2
C 1.8 0.5 -3.8
H -0.1 0.0 -0.2
H 0.2 -0.1 0.0
C 8.6 0.1 -3.2
Cl 0.7 0.4 -0.4
O -5.8 0.1 1.7
H 0.0 0.0 -0.2
Mn -4.4 -0.7 0.7
C -0.1 0.0 1.0
C 0.5 -0.1 0.3
H 0.0 0.0 -0.4
P -1.5 0.5 -1.8
C 0.4 0.1 0.5
C 0.2 0.3 -0.3
H -0.3 0.0 -0.1

natural (NBO) population analysis, charges in e, atoms 1 to 5: 0.280, 0.283, 0.255, 0.447, 0.068